## one
# C9H14

2 unconnected molecules or ions with the total composition C9H14 (ωB97M-V with the def2-TZVPD basis set, the Open Molecules 2025 dataset).

Last column: Löwdin charge in e.
Atoms and positions in Å:
C  -1.897  -0.394  -1.083  -0.085
C  -0.895  -1.129  -0.271  -0.253
C  0.459  -0.798  -0.717  -0.076
C  1.515  -1.442  -0.119  -0.120
C  1.337  -2.216  1.017  -0.105
C  0.053  -2.768  1.146  -0.106
C  -1.121  -2.162  0.674  -0.039
H  -1.865  -0.562  -2.224  0.112
H  -1.759  0.726  -0.931  0.082
H  -2.946  -0.460  -0.825  0.061
H  0.655  -0.196  -1.549  0.086
H  2.535  -1.487  -0.375  0.091
H  2.267  -2.462  1.630  0.126
H  0.057  -3.823  1.654  0.131
H  -2.099  -2.311  1.062  0.097
C  -0.168  3.071  0.377  -0.181
C  1.111  2.379  -0.070  -0.193
H  -0.011  3.862  1.197  0.096
H  -0.795  3.385  -0.527  0.088
H  -0.717  2.282  0.710  -0.005
H  1.163  1.294  0.368  0.079
H  1.121  2.104  -1.100  0.026
H  1.999  3.107  -0.046  0.088

**HOMO-LUMO gap**: 9.5019 eV
**SMILES string**: Cc1ccccc1.CC

## two
# C9H14

2 unconnected molecules or ions with the total composition C9H14 (ωB97M-V with the def2-TZVPD basis set, the Open Molecules 2025 dataset).

Last column: Löwdin charge in e.
Atoms and positions in Å:
C  0.801  -1.518  -1.092  -0.077
C  1.051  -0.091  -0.925  -0.306
C  1.377  0.408  0.342  -0.067
C  1.832  1.700  0.521  -0.080
C  1.915  2.536  -0.602  -0.102
C  1.584  2.054  -1.853  -0.097
C  1.060  0.763  -2.033  -0.037
H  1.743  -2.068  -1.294  0.094
H  0.137  -1.788  -1.912  0.083
H  0.545  -2.078  -0.188  0.074
H  1.435  -0.308  1.155  0.110
H  2.188  2.100  1.460  0.100
H  2.230  3.566  -0.504  0.096
H  1.827  2.616  -2.740  0.096
H  0.939  0.496  -3.075  0.108
C  -2.564  -0.505  1.122  -0.184
C  -2.614  -1.614  2.129  -0.171
H  -3.102  0.403  1.419  0.063
H  -1.569  -0.140  0.841  0.045
H  -3.010  -0.597  0.120  0.068
H  -3.545  -2.174  2.081  0.061
H  -1.947  -2.461  1.906  0.059
H  -2.312  -1.297  3.121  0.064

**HOMO-LUMO gap**: 9.9157 eV
**SMILES string**: Cc1ccccc1.CC

## three
# C9H14

2 unconnected molecules or ions with the total composition C9H14 (ωB97M-V with the def2-TZVPD basis set, the Open Molecules 2025 dataset).

Last column: Löwdin charge in e.
Atoms and positions in Å:
C  -2.297  1.355  -2.086  -0.025
C  -0.906  0.659  -1.651  -0.269
C  0.235  0.912  -2.323  -0.057
C  1.469  0.145  -1.991  -0.092
C  1.301  -0.908  -1.176  -0.128
C  0.052  -1.236  -0.528  -0.114
C  -0.871  -0.295  -0.637  -0.122
H  -3.138  0.845  -2.310  0.008
H  -2.264  1.850  -3.102  0.081
H  -2.343  2.131  -1.203  0.116
H  0.156  1.710  -3.085  0.108
H  2.510  0.580  -2.279  0.131
H  2.318  -1.335  -0.821  0.128
H  -0.070  -2.160  0.124  0.131
H  -1.801  -0.588  -0.179  0.116
C  0.276  -1.034  2.679  -0.235
C  1.179  0.094  3.086  -0.225
H  0.652  -2.120  2.970  0.106
H  -0.694  -0.839  3.400  0.110
H  -0.135  -0.842  1.717  -0.019
H  2.081  0.075  2.238  0.110
H  0.591  0.967  2.966  0.028
H  1.702  0.034  4.191  0.114

**HOMO-LUMO gap**: 10.0046 eV
**SMILES string**: Cc1ccccc1.CC

## four
# C9H14

2 unconnected molecules or ions with the total composition C9H14 (ωB97M-V with the def2-TZVPD basis set, the Open Molecules 2025 dataset).

Last column: Löwdin charge in e.
Atoms and positions in Å:
C  -1.623  1.221  1.004  -0.064
C  -0.256  0.760  0.580  -0.299
C  0.377  1.528  -0.420  -0.056
C  1.735  1.419  -0.610  -0.088
C  2.454  0.381  0.013  -0.098
C  1.813  -0.427  0.923  -0.092
C  0.484  -0.142  1.308  -0.065
H  -1.512  2.218  1.436  0.084
H  -2.047  0.573  1.771  0.079
H  -2.279  1.292  0.138  0.068
H  -0.209  2.261  -0.954  0.110
H  2.287  2.123  -1.222  0.100
H  3.491  0.255  -0.273  0.098
H  2.258  -1.300  1.393  0.101
H  0.090  -0.729  2.132  0.111
C  -2.341  -1.418  -1.338  -0.163
C  -1.234  -2.401  -0.940  -0.159
H  -2.026  -0.743  -2.140  0.066
H  -3.191  -1.964  -1.760  0.061
H  -2.717  -0.829  -0.513  0.035
H  -1.439  -2.776  0.057  0.058
H  -1.295  -3.319  -1.533  0.060
H  -0.240  -1.975  -1.023  0.052

**HOMO-LUMO gap**: 10.0430 eV
**SMILES string**: Cc1ccccc1.CC

The structure with the most favorable energy is four; the runner-up is 0.0127 hartree above it.

## one
# C33H78N2O7

7 unconnected molecules or ions with the total composition C33H78N2O7 (ωB97M-V with the def2-TZVPD basis set, the Open Molecules 2025 dataset).

Last column: Löwdin charge in e.
Atoms and positions in Å:
C  16.849  -8.381  5.481  -0.045
C  18.214  -8.571  6.025  -0.487
C  19.135  -7.393  5.572  -0.043
C  18.172  -8.472  7.594  -0.129
C  17.548  -9.699  8.344  -0.139
C  18.273  -10.988  7.814  -0.119
C  18.414  -11.118  6.287  -0.538
C  19.461  -12.087  6.021  -0.076
C  17.093  -11.656  5.683  -0.016
N  18.880  -9.869  5.662  -0.125
O  19.120  -10.001  4.334  -0.005
H  16.795  -8.689  4.437  0.085
H  16.180  -9.044  6.029  0.068
H  16.405  -7.391  5.584  0.095
H  18.843  -6.402  5.919  0.080
H  20.192  -7.526  5.799  0.083
H  19.133  -7.248  4.492  0.073
H  19.214  -8.294  7.860  0.108
H  17.793  -7.529  7.989  0.112
H  17.620  -9.546  9.420  0.103
H  16.486  -9.797  8.116  0.090
H  17.692  -11.856  8.126  0.113
H  19.201  -11.146  8.363  0.115
H  19.637  -12.224  4.954  0.087
H  19.269  -13.123  6.302  0.096
H  20.460  -11.774  6.325  0.101
H  16.205  -11.387  6.254  0.082
H  17.108  -12.746  5.697  0.082
H  17.078  -11.503  4.604  0.076
H  18.313  -10.354  3.952  0.074
C  9.812  -11.234  0.289  -0.041
C  9.286  -12.700  -0.097  -0.444
C  8.542  -13.333  1.142  -0.033
C  8.200  -12.427  -1.140  -0.144
C  7.777  -13.742  -1.870  -0.189
C  9.014  -14.428  -2.420  -0.128
C  10.193  -14.661  -1.412  -0.503
C  9.834  -15.792  -0.469  -0.034
C  11.419  -14.951  -2.259  -0.049
N  10.451  -13.444  -0.636  -0.109
O  11.538  -13.606  0.257  -0.008
H  9.091  -10.607  0.814  0.072
H  10.611  -11.209  1.029  0.063
H  10.237  -10.661  -0.535  0.073
H  9.151  -13.797  1.919  0.080
H  7.790  -12.757  1.680  0.080
H  7.994  -14.200  0.773  0.043
H  7.332  -11.936  -0.701  0.121
H  8.611  -11.758  -1.897  0.114
H  7.134  -14.359  -1.242  0.102
H  7.111  -13.442  -2.680  0.107
H  9.326  -13.823  -3.272  0.119
H  8.535  -15.340  -2.777  0.120
H  10.497  -15.913  0.388  0.086
H  9.752  -16.757  -0.968  0.088
H  8.894  -15.665  0.068  0.061
H  12.294  -15.288  -1.703  0.079
H  11.806  -14.144  -2.880  0.086
H  11.211  -15.747  -2.974  0.085
H  12.293  -13.262  -0.225  0.102
C  2.725  -12.761  7.558  -0.057
C  2.298  -13.137  8.960  -0.504
C  2.091  -14.615  9.234  -0.061
O  3.369  -12.841  9.837  -0.074
H  2.550  -11.698  7.393  0.082
H  2.047  -13.349  6.940  0.076
H  3.742  -13.067  7.315  0.089
H  1.471  -12.514  9.301  0.133
H  1.323  -14.992  8.559  0.071
H  1.710  -14.743  10.247  0.081
H  2.942  -15.263  9.024  0.086
H  3.875  -12.126  9.444  0.077
C  9.398  -8.043  7.671  -0.059
C  8.749  -9.484  7.753  -0.455
C  9.717  -10.563  8.245  -0.055
O  7.647  -9.345  8.677  -0.076
H  9.545  -7.724  8.703  0.079
H  8.799  -7.357  7.070  0.068
H  10.333  -7.982  7.116  0.067
H  8.352  -9.720  6.766  0.122
H  9.922  -10.398  9.303  0.082
H  10.623  -10.555  7.639  0.077
H  9.262  -11.546  8.126  0.074
H  7.224  -8.489  8.577  0.076
C  6.089  -5.041  12.559  -0.050
C  4.606  -5.134  12.094  -0.481
C  3.757  -3.970  12.621  -0.064
O  4.486  -5.110  10.673  -0.070
H  6.769  -5.779  12.134  0.069
H  6.141  -5.175  13.639  0.074
H  6.475  -4.078  12.222  0.073
H  4.113  -6.065  12.376  0.133
H  2.865  -4.004  11.994  0.081
H  4.229  -2.994  12.507  0.078
H  3.583  -4.240  13.662  0.079
H  4.647  -4.212  10.375  0.081
C  5.944  -11.334  15.821  -0.072
C  7.261  -11.761  15.131  -0.506
C  8.481  -11.763  16.098  -0.033
O  7.100  -13.003  14.553  -0.036
H  5.432  -12.002  16.514  0.077
H  5.226  -11.134  15.026  0.069
H  6.018  -10.414  16.401  0.070
H  7.302  -11.019  14.334  0.127
H  8.626  -12.730  16.580  0.079
H  8.220  -11.070  16.898  0.063
H  9.389  -11.397  15.617  0.071
H  6.427  -12.867  13.882  0.092
C  7.570  1.731  7.653  -0.047
C  6.572  0.535  7.381  -0.457
C  6.951  -0.271  6.156  -0.083
O  6.578  -0.456  8.433  -0.063
H  8.497  1.348  8.080  0.079
H  7.138  2.610  8.130  0.069
H  7.886  2.129  6.689  0.067
H  5.577  0.938  7.193  0.125
H  6.951  0.226  5.186  0.078
H  6.229  -1.069  5.983  0.075
H  7.889  -0.803  6.317  0.083
H  6.774  0.063  9.217  0.075

**HOMO-LUMO gap**: 8.7769 eV
**SMILES string**: CC1(C)CCCC(C)(C)N1O.CC1(C)CCCC(C)(C)N1O.CC(C)O.CC(C)O.CC(C)O.CC(C)O.CC(C)O

## two
# C33H78N2O7

7 unconnected molecules or ions with the total composition C33H78N2O7 (ωB97M-V with the def2-TZVPD basis set, the Open Molecules 2025 dataset).

Last column: Löwdin charge in e.
Atoms and positions in Å:
C  1.460  -0.406  4.174  -0.011
C  0.318  0.402  4.852  -0.481
C  -0.220  1.533  3.932  -0.017
C  -0.828  -0.606  5.138  -0.136
C  -1.800  -0.273  6.277  -0.183
C  -1.027  0.104  7.568  -0.146
C  -0.073  1.266  7.310  -0.525
C  -0.873  2.570  7.170  -0.022
C  0.778  1.312  8.559  -0.046
N  0.712  0.986  6.105  -0.129
O  1.894  1.735  6.067  -0.006
H  1.023  -1.272  3.676  0.077
H  1.926  0.282  3.474  0.069
H  2.095  -0.844  4.942  0.085
H  -1.295  1.718  4.031  0.079
H  0.152  2.532  4.184  0.086
H  0.027  1.449  2.876  0.036
H  -1.438  -0.684  4.235  0.114
H  -0.485  -1.597  5.447  0.118
H  -2.417  0.599  6.040  0.096
H  -2.474  -1.110  6.461  0.110
H  -0.616  -0.840  7.937  0.120
H  -1.841  0.318  8.267  0.119
H  -1.420  2.724  8.109  0.084
H  -1.568  2.500  6.338  0.067
H  -0.285  3.488  7.134  0.088
H  1.438  2.188  8.464  0.083
H  1.472  0.479  8.651  0.091
H  0.140  1.553  9.405  0.091
H  2.576  1.216  6.511  0.101
C  1.423  0.208  -2.717  -0.017
C  0.476  -0.639  -1.826  -0.493
C  0.638  -2.097  -2.271  -0.048
C  1.043  -0.650  -0.382  -0.137
C  0.525  0.562  0.408  -0.166
C  -0.999  0.549  0.469  -0.142
C  -1.657  0.567  -0.910  -0.489
C  -3.111  0.076  -0.797  -0.028
C  -1.686  2.029  -1.398  -0.025
N  -0.901  -0.256  -1.856  -0.119
O  -1.531  -0.439  -3.083  -0.003
H  1.627  -0.195  -3.703  0.078
H  1.041  1.236  -2.736  0.065
H  2.362  0.424  -2.198  0.074
H  0.367  -2.225  -3.325  0.063
H  1.547  -2.668  -2.084  0.083
H  -0.132  -2.691  -1.757  0.086
H  0.913  -1.577  0.190  0.112
H  2.137  -0.642  -0.350  0.115
H  1.034  0.597  1.369  0.077
H  0.915  1.404  -0.176  0.111
H  -1.356  1.312  1.167  0.106
H  -1.333  -0.315  1.061  0.117
H  -3.053  -0.753  -0.080  0.082
H  -3.513  -0.296  -1.727  0.048
H  -3.690  0.826  -0.260  0.095
H  -0.826  2.216  -2.047  0.069
H  -1.770  2.761  -0.597  0.082
H  -2.492  2.215  -2.116  0.080
H  -1.876  -1.343  -3.089  0.097
C  3.637  -6.207  -0.380  -0.072
C  2.445  -5.793  0.481  -0.483
C  1.159  -5.530  -0.264  -0.055
O  2.212  -6.862  1.430  -0.061
H  4.468  -6.629  0.184  0.074
H  4.109  -5.379  -0.922  0.076
H  3.337  -6.914  -1.161  0.080
H  2.839  -4.902  0.985  0.132
H  0.525  -4.800  0.238  0.075
H  0.687  -6.421  -0.667  0.087
H  1.410  -4.939  -1.159  0.064
H  2.697  -6.607  2.221  0.082
C  2.924  3.966  0.896  -0.064
C  4.160  3.992  -0.028  -0.477
C  4.946  5.251  0.180  -0.058
O  4.907  2.787  0.223  -0.053
H  3.035  4.611  1.785  0.072
H  2.644  3.002  1.317  0.063
H  2.004  4.469  0.568  0.076
H  3.680  3.837  -0.996  0.101
H  5.833  5.372  -0.444  0.077
H  5.288  5.324  1.214  0.086
H  4.290  6.105  -0.001  0.086
H  4.561  2.126  -0.383  0.075
C  -8.164  -0.576  -0.862  -0.062
C  -7.298  0.110  -1.909  -0.465
C  -6.167  -0.822  -2.425  -0.063
O  -8.156  0.348  -3.035  -0.061
H  -8.391  -1.606  -1.160  0.078
H  -9.129  -0.066  -0.869  0.078
H  -7.762  -0.763  0.133  0.078
H  -6.846  1.041  -1.564  0.131
H  -5.420  -1.114  -1.683  0.055
H  -5.725  -0.227  -3.226  0.077
H  -6.465  -1.829  -2.723  0.083
H  -7.549  0.583  -3.746  0.077
C  -2.589  -3.907  -6.634  -0.057
C  -1.195  -3.283  -6.597  -0.469
C  -1.074  -1.785  -6.191  -0.039
O  -0.351  -3.951  -5.642  -0.074
H  -3.120  -3.227  -7.303  0.085
H  -2.989  -3.898  -5.615  0.081
H  -2.674  -4.943  -6.955  0.078
H  -0.712  -3.407  -7.574  0.126
H  -1.873  -1.661  -5.456  0.062
H  -1.319  -1.108  -7.012  0.076
H  -0.098  -1.523  -5.802  0.071
H  -0.815  -4.714  -5.290  0.074
C  3.059  2.513  -5.299  -0.060
C  4.167  3.173  -4.478  -0.477
C  3.628  4.350  -3.715  -0.064
O  4.666  2.147  -3.587  -0.060
H  2.378  2.120  -4.532  0.054
H  3.253  1.633  -5.910  0.081
H  2.468  3.237  -5.862  0.082
H  4.936  3.403  -5.222  0.135
H  2.687  4.160  -3.195  0.082
H  3.399  5.172  -4.399  0.085
H  4.362  4.702  -2.990  0.070
H  5.607  2.338  -3.501  0.087

**HOMO-LUMO gap**: 8.3452 eV
**SMILES string**: CC1(C)CCCC(C)(C)N1O.CC1(C)CCCC(C)(C)N1O.CC(C)O.CC(C)O.CC(C)O.CC(C)O.CC(C)O

The structure with the most favorable energy is one; the runner-up is 0.0130 hartree above it.

## one
# C5H8ClN

A molecular structure, C5H8ClN (ωB97M-V with the def2-TZVPD basis set, the Open Molecules 2025 dataset).

Last column: Löwdin charge in e.
Atoms and positions in Å:
C  -0.177  0.322  -0.030  -0.934
C  0.132  -0.912  -0.976  -0.214
C  0.716  -0.976  1.214  -0.192
C  -0.799  -0.337  1.116  -0.104
C  1.151  0.400  0.713  -0.112
H  -0.809  -1.311  -1.346  0.115
H  0.757  -0.512  -1.757  0.100
H  -0.045  -2.580  0.024  0.077
H  1.088  -1.544  2.023  0.118
H  -1.519  -1.115  1.025  0.093
H  -0.946  0.146  2.127  0.135
H  2.011  0.267  0.098  0.110
H  1.349  1.115  1.421  0.094
N  0.672  -1.891  -0.031  -0.016
Cl  -0.748  1.635  -0.919  0.729

**HOMO-LUMO gap**: 9.8997 eV

## two
# C5H8ClN

3 unconnected molecules or ions with the total composition C5H8ClN (ωB97M-V with the def2-TZVPD basis set, the Open Molecules 2025 dataset).

Last column: Löwdin charge in e.
Atoms and positions in Å:
C  0.901  2.037  -1.046  -0.086
C  1.647  1.066  -0.684  -0.221
C  2.585  0.123  -0.701  -0.003
H  0.907  2.470  -1.994  0.044
H  0.074  2.554  -0.429  0.092
H  3.652  0.301  -0.336  0.090
H  2.429  -0.835  -0.904  -0.013
C  -2.136  -1.352  1.628  -0.084
C  -0.773  -1.184  1.226  -0.322
N  0.301  -1.267  0.837  0.164
H  -2.045  -1.606  2.801  0.144
H  -2.581  -0.448  1.279  0.051
H  -2.677  -2.204  1.213  0.085
Cl  -1.754  0.307  -1.706  0.264
H  -0.529  0.038  -1.185  -0.209

**HOMO-LUMO gap**: 10.2049 eV
**SMILES string**: C=C=C.CC#N.Cl

The structure with the most favorable energy is one; the runner-up is 0.0439 hartree above it.